DFT (ωB97M-V/def2-TZVPD) results for a 14-piece molecular cluster, C44H124N8O20 overall in a non-equilibrium geometry.

Values from the calculation:
Highest occupied orbital energy ... -8.70 eV
Energy above the lowest of the compared OMol25 structures with the same formula, charge and spin ... 1.355 eV
HOMO-LUMO gap ... 9.118 eV
2S+1 ... 1

Positions of all 196 atoms, in Å:
C 14.49 20.22 20.32
C 14.18 20.16 18.83
C 14.95 19.10 18.15
O 16.33 19.47 18.06
C 17.04 18.42 17.44
N 12.76 19.94 18.58
H 15.56 20.55 20.46
H 14.41 19.22 20.81
H 13.86 20.91 20.85
H 14.41 21.16 18.42
H 14.57 19.02 17.14
H 14.84 18.15 18.71
H 16.58 18.20 16.49
H 16.97 17.50 18.08
H 18.09 18.74 17.27
H 12.50 18.94 18.72
H 12.21 20.36 19.31
C 19.29 22.93 12.29
C 18.53 23.97 13.09
C 17.32 23.20 13.76
O 17.81 22.41 14.74
C 16.83 21.65 15.43
N 19.41 24.67 14.03
H 19.28 21.99 12.91
H 20.30 23.31 12.22
H 18.77 22.76 11.37
H 18.06 24.70 12.40
H 16.84 22.58 12.95
H 16.61 23.93 14.08
H 15.97 22.28 15.71
H 17.28 21.15 16.23
H 16.38 20.93 14.74
H 19.74 24.09 14.75
H 18.82 25.38 14.42
C 20.01 17.59 10.54
C 20.20 16.11 10.26
C 21.70 15.82 10.53
O 22.04 14.52 10.06
C 23.19 14.58 9.21
N 19.28 15.25 11.07
H 18.96 17.87 10.64
H 20.29 18.17 9.60
H 20.65 17.95 11.36
H 20.01 15.95 9.23
H 21.95 15.85 11.61
H 22.20 16.57 10.02
H 24.12 14.98 9.69
H 22.95 15.27 8.40
H 23.35 13.58 8.81
H 19.63 14.35 11.20
H 19.26 15.66 12.00
C 17.21 13.08 8.46
C 17.37 12.56 9.91
C 18.90 12.25 10.11
O 19.23 12.10 11.47
C 20.60 11.80 11.62
N 16.80 13.55 10.82
H 17.39 12.18 7.81
H 17.97 13.84 8.22
H 16.17 13.39 8.32
H 16.83 11.56 9.97
H 19.47 13.05 9.65
H 19.09 11.31 9.58
H 20.78 10.77 11.27
H 20.79 11.83 12.67
H 21.25 12.52 11.11
H 17.06 13.10 11.71
H 17.43 14.37 10.62
C 19.84 13.61 17.01
C 20.29 12.92 15.75
C 21.77 13.14 15.37
O 22.13 14.51 15.30
C 23.57 14.68 15.03
N 20.05 11.47 15.86
H 20.39 13.26 17.86
H 18.77 13.43 17.13
H 20.03 14.73 16.94
H 19.69 13.34 14.99
H 21.97 12.71 14.36
H 22.29 12.70 16.19
H 24.15 14.00 15.69
H 23.77 15.75 15.18
H 23.76 14.37 13.96
H 20.31 10.89 15.08
H 20.45 11.10 16.69
C 13.39 12.43 12.72
C 13.50 10.98 13.34
C 14.93 10.64 13.74
O 15.44 11.63 14.63
C 16.89 11.52 14.66
N 12.56 10.73 14.48
H 12.37 12.77 12.70
H 13.69 12.43 11.70
H 13.99 13.14 13.28
H 13.26 10.21 12.62
H 15.51 10.61 12.79
H 14.96 9.63 14.17
H 17.37 11.67 13.63
H 17.16 10.56 15.06
H 17.25 12.22 15.39
H 12.23 11.62 14.87
H 11.77 10.26 14.14
C 15.67 11.43 19.16
C 14.32 11.60 18.43
C 14.36 12.87 17.63
O 13.09 13.04 17.02
C 12.93 14.33 16.47
N 14.15 10.43 17.60
H 16.39 11.03 18.45
H 15.68 10.76 20.02
H 16.11 12.34 19.58
H 13.48 11.57 19.06
H 15.10 12.70 16.82
H 14.67 13.77 18.19
H 11.87 14.53 16.41
H 13.38 14.53 15.48
H 13.46 15.05 17.10
H 13.50 10.59 16.87
H 15.01 10.27 17.03
C 16.33 19.15 12.22
C 15.31 18.17 12.81
C 15.96 16.94 13.46
O 17.13 17.20 14.14
C 17.57 16.06 14.75
N 14.36 18.92 13.68
H 15.92 19.84 11.49
H 17.18 18.69 11.79
H 16.64 19.76 13.06
H 14.67 17.75 12.04
H 16.34 16.22 12.65
H 15.21 16.45 14.09
H 16.78 15.33 14.86
H 17.94 16.24 15.79
H 18.29 15.58 14.09
H 14.75 19.21 14.62
H 13.65 18.25 13.98
C 11.99 20.74 9.56
C 10.52 20.42 9.86
O 10.23 20.35 11.27
O 12.84 19.75 10.18
H 12.28 21.73 9.95
H 12.13 20.78 8.47
H 10.37 19.37 9.54
H 9.92 21.08 9.25
H 10.87 20.94 11.69
H 13.18 20.19 10.91
C 16.36 22.73 9.85
C 16.48 24.15 10.31
O 15.75 25.01 9.50
O 14.94 22.46 10.00
H 16.94 21.98 10.43
H 16.62 22.70 8.76
H 17.49 24.47 10.27
H 16.22 24.22 11.39
H 14.84 24.67 9.54
H 14.83 21.47 9.94
C 10.80 18.46 16.12
C 10.92 19.94 15.68
O 9.82 20.69 16.17
O 11.93 17.75 15.60
H 9.88 18.01 15.73
H 10.81 18.34 17.21
H 11.00 19.86 14.58
H 11.86 20.40 15.99
H 8.99 20.20 15.92
H 11.64 16.85 15.30
C 13.24 22.78 14.38
C 13.85 22.39 13.07
O 13.20 21.28 12.45
O 13.99 23.90 14.97
H 13.21 22.00 15.15
H 12.20 23.02 14.26
H 14.93 22.19 13.21
H 13.81 23.21 12.37
H 13.55 20.48 12.91
H 13.50 24.71 15.13
C 11.08 16.74 11.40
C 11.87 16.48 12.67
O 11.02 15.88 13.64
O 9.91 17.50 11.80
H 10.66 15.78 11.14
H 11.71 17.17 10.64
H 12.11 17.42 13.08
H 12.79 15.90 12.45
H 10.13 16.27 13.48
H 10.19 18.40 11.67
C 13.29 14.13 9.69
C 13.93 15.53 9.75
O 14.71 15.61 10.93
O 14.31 13.14 9.51
H 12.55 14.06 8.90
H 12.71 13.95 10.63
H 13.20 16.32 9.68
H 14.57 15.65 8.88
H 15.52 15.07 10.93
H 14.82 13.09 10.32

These are the Löwdin partial charges, in e, on atoms 1 to 8:
1 C -0.067
2 C -0.466
3 C -0.225
4 O -0.192
5 C -0.118
6 N 0.051
7 H 0.094
8 H 0.090